{
  "formula": "C13H29ClIN2OP2Ru",
  "method": "ωB97M-V/def2-TZVPD",
  "s_squared": 6.03,
  "spin_multiplicity": 5,
  "charge": 3,
  "orbital_gap_ev": [6.62, 5.17],
  "homo_ev": [-17.5526, -17.5365],
  "symbols": ["C", "C", "H", "H", "H", "O", "I", "Ru", "P", "C", "C", "H", "H", "H", "H", "H", "H", "C", "H", "H", "H", "P", "C", "C", "H", "H", "H", "C", "H", "H", "H", "H", "H", "H", "Cl", "C", "C", "C", "C", "N", "N", "C", "H", "H", "H", "H", "H", "H", "H", "H"],
  "coordinates": [[0.1643, -1.2515, -5.0610], [0.6315, -1.7385, -3.7167], [0.1787, -0.1649, -5.0822], [-0.9059, -1.5751, -5.2226], [0.7732, -1.6989, -5.8362], [0.6469, -1.0418, -2.6828], [1.3130, -3.5724, -3.5376], [-1.2572, -0.2916, 0.8133], [2.3023, -0.8860, -0.3293], [3.2413, -0.0513, 1.0221], [3.1928, -2.4570, -0.4837], [4.2497, -2.2112, -0.4875], [4.1814, 0.1304, -1.3878], [2.8892, -2.9335, -1.4213], [3.1035, -0.6645, -2.6161], [2.7783, -0.2830, 1.9931], [2.9170, -3.1340, 0.3617], [3.1806, -0.0613, -1.7363], [4.2792, -0.4177, 0.9760], [2.6400, 0.9144, -1.9097], [3.2095, 1.0445, 0.8440], [-3.0593, -0.7641, -0.3856], [-3.7279, 0.4561, 0.7320], [-3.1362, -0.2990, -2.1283], [-3.5267, -3.0491, -0.9111], [-4.7914, -2.2635, 0.1121], [-3.2338, -2.8029, 0.8327], [-3.7321, -2.3974, -0.0579], [-2.8365, -1.1661, -2.7325], [-4.1994, -0.0221, -2.2309], [-4.6486, 0.5614, 0.1816], [-3.2009, 1.4354, 0.7894], [-2.4603, 0.5441, -2.3523], [-3.9126, 0.0730, 1.7303], [-0.7675, -2.2951, -0.0783], [1.2667, 4.5664, 2.3494], [0.6292, 3.2491, 2.5517], [0.3924, 2.4305, 3.6764], [-0.3175, 1.2797, 3.1730], [-0.5834, 1.4732, 1.8965], [0.0811, 2.5749, 1.5230], [-0.6838, -0.0955, 3.6122], [0.5399, 5.3804, 2.5094], [2.1265, 4.6727, 3.0260], [1.6180, 4.6495, 1.3104], [0.6782, 2.6513, 4.7131], [0.1335, 2.8746, 0.5406], [-0.1260, -0.8526, 3.0292], [-1.7481, -0.2529, 3.4373], [-0.4828, -0.2668, 4.6514]],
  "nbo_charge": [-0.733, 0.368, 0.255, 0.269, 0.275, -0.657, 0.288, 0.923, 1.326, -0.954, -0.975, 0.284, 0.269, 0.271, 0.262, 0.256, 0.271, -0.917, 0.294, 0.255, 0.260, 1.408, -1.054, -0.966, 0.299, 0.291, 0.290, -0.968, 0.298, 0.297, 0.317, 0.304, 0.291, 0.301, -0.263, -0.671, 0.260, -0.296, 0.206, -0.477, -0.334, -0.666, 0.282, 0.276, 0.238, 0.284, 0.427, 0.212, 0.223, 0.302]
}


{
  "formula": "C4H5CrN4O9",
  "method": "ωB97M-V/def2-TZVPD",
  "s_squared": 6.01,
  "spin_multiplicity": 5,
  "relative_energy_kcal_mol": 0.0,
  "charge": -1,
  "orbital_gap_ev": [7.35, 8.69],
  "homo_ev": [-4.4228, -5.7717],
  "symbols": ["Cr", "N", "O", "O", "O", "N", "O", "O", "O", "N", "O", "O", "O", "N", "C", "C", "C", "C", "H", "H", "H", "H", "H"],
  "coordinates": [[-0.5180, 0.2953, -0.6788], [-2.8214, -0.8955, -1.0687], [-3.8284, -1.5038, -1.1303], [-1.9703, -0.6585, -1.9101], [-2.3386, -0.4908, -0.0882], [1.6430, 0.0628, -2.0771], [0.9428, -0.8617, -1.7549], [2.6843, -0.0005, -2.5621], [1.1362, 1.0677, -1.5278], [-1.4524, 2.9822, -0.4796], [-0.7317, 2.3511, 0.2838], [-1.6536, 4.1316, -0.4900], [-1.8316, 2.2263, -1.3052], [2.1523, -1.0807, 1.2504], [1.6008, 0.1444, 1.4281], [0.3117, -0.0202, 1.7556], [0.0139, -1.3119, 1.5922], [1.1337, -1.9933, 1.1875], [3.1381, -1.2890, 1.1805], [2.2093, 1.0349, 1.4844], [-0.2771, 0.7423, 2.2437], [-0.8697, -1.9122, 1.7512], [1.3264, -3.0206, 0.9154]],
  "nbo_charge": [1.233, 0.769, -0.437, -0.562, -0.511, 0.755, -0.528, -0.396, -0.546, 0.760, -0.599, -0.455, -0.535, -0.498, -0.055, -0.353, -0.317, -0.073, 0.413, 0.222, 0.261, 0.239, 0.212]
}